[1]
DFT (ωB97M-V/def2-TZVPD) results for 10 unconnected molecules or ions with the total composition C43H102F3N9O9S at a distorted geometry.

Geometry as XYZ:
```
167
Properties=species:S:1:pos:R:3:forces:R:3
C 1.863 0.099 -3.737 -0.4 1.1 -1.1
C 1.608 -0.023 -5.242 -3.1 -2.6 -1.4
O 0.742 -0.736 -5.773 3.6 3.1 1.8
N 2.452 0.876 -6.199 -0.2 0.3 0.3
H 1.806 1.603 -6.473 -0.8 0.1 -0.5
H 3.128 1.489 -5.766 1.0 -0.6 0.8
C 2.968 0.249 -7.535 -1.0 -0.1 1.1
H 2.582 -0.669 -3.450 0.0 0.2 0.3
H 0.928 0.097 -3.176 0.0 -1.0 -0.4
H 2.167 1.120 -3.511 1.0 -0.1 -0.1
H 2.064 0.440 -8.114 0.8 -0.7 -0.9
H 3.161 -0.791 -7.272 -0.1 0.0 -0.6
H 3.881 0.747 -7.862 -0.3 0.2 0.0
C -4.090 4.305 2.249 -0.2 0.8 0.4
C -2.986 4.915 1.443 -2.1 -1.1 1.3
O -3.002 4.989 0.270 1.2 0.7 -0.4
N -1.782 5.283 2.343 0.1 -0.7 -2.8
H -1.981 6.118 2.875 -0.2 0.5 0.5
H -1.659 4.487 2.953 0.0 -0.2 0.6
C -0.560 5.460 1.489 1.2 0.4 1.1
H -3.789 3.285 2.487 -0.2 -0.2 -0.1
H -5.038 4.407 1.721 0.2 -0.5 -0.2
H -4.279 4.819 3.192 0.3 0.1 0.2
H 0.090 4.588 1.562 -0.4 -0.2 0.1
H -0.027 6.256 2.009 0.2 0.2 -0.7
H -0.784 5.650 0.439 -0.3 0.3 0.4
C -5.466 -3.111 -1.608 -0.3 0.8 -0.2
C -4.560 -2.021 -1.127 3.2 0.6 -2.3
O -3.427 -1.817 -1.573 -3.3 -0.3 1.5
N -5.000 -1.027 -0.059 0.5 -1.4 1.0
H -4.627 -0.114 -0.278 1.3 0.5 -0.4
H -5.981 -0.788 -0.067 -0.8 -1.0 0.3
C -4.423 -1.402 1.377 -1.2 1.8 -0.9
H -5.529 -3.899 -0.858 -0.2 -0.2 -0.2
H -5.133 -3.441 -2.592 0.7 -0.4 0.4
H -6.448 -2.722 -1.876 -0.4 0.1 0.7
H -5.075 -0.804 2.015 0.0 -0.4 0.4
H -3.455 -0.902 1.403 0.1 -0.7 0.0
H -4.471 -2.459 1.636 0.0 0.2 -0.5
C -1.946 6.000 -2.832 0.4 -0.7 0.2
C -0.479 5.663 -3.121 2.1 6.5 2.2
O 0.354 6.639 -3.006 -3.4 -6.8 -1.2
N -0.085 4.176 -3.070 2.9 0.7 0.8
H -0.683 3.567 -2.530 -1.6 0.0 0.8
H -0.017 3.697 -3.957 0.1 0.5 -0.8
C 1.273 3.940 -2.329 -0.1 0.7 -1.3
H -2.311 5.371 -2.019 0.0 -0.6 -0.2
H -2.622 5.916 -3.682 0.2 0.1 -0.1
H -1.967 6.987 -2.372 0.1 0.2 -0.7
H 1.986 4.693 -2.666 -0.2 0.1 -0.1
H 1.620 2.971 -2.688 -0.1 0.0 0.6
H 1.168 4.039 -1.249 -0.4 -0.3 -0.2
C -6.514 -0.304 -5.691 0.0 0.6 1.2
C -5.065 -0.582 -5.367 -1.4 -3.1 0.3
O -4.660 -1.600 -4.848 -0.3 2.7 -1.2
N -4.086 0.519 -5.666 2.0 -0.1 2.0
H -3.860 0.599 -6.647 0.0 -0.1 -0.8
H -4.373 1.432 -5.343 -1.0 0.2 -0.4
C -2.805 0.309 -4.793 -0.8 0.4 -1.1
H -7.016 -0.595 -4.769 -0.2 -0.4 0.0
H -7.006 -0.871 -6.482 0.5 -0.2 -0.3
H -6.771 0.752 -5.781 0.3 0.1 -0.5
H -2.383 1.310 -4.708 0.3 -0.2 -0.1
H -2.169 -0.383 -5.344 0.0 -0.1 0.6
H -3.160 -0.011 -3.813 0.3 -0.3 -0.2
C -8.360 1.717 -1.129 0.6 0.5 -1.6
C -7.102 1.656 -2.036 1.0 -1.9 2.8
O -6.364 0.676 -2.133 -1.8 3.1 -0.7
N -6.555 3.018 -2.579 1.7 -0.3 1.2
H -6.174 2.841 -3.497 -0.3 0.2 -0.5
H -7.201 3.794 -2.592 -0.9 0.0 -0.3
C -5.318 3.578 -1.752 0.2 -0.8 -0.4
H -8.419 0.863 -0.453 0.1 0.0 -0.3
H -9.208 1.734 -1.813 -0.4 -0.5 -0.2
H -8.539 2.655 -0.605 0.6 0.2 0.1
H -5.415 3.327 -0.696 -0.4 0.3 -0.2
H -5.171 4.637 -1.965 -0.7 0.0 0.2
H -4.400 3.093 -2.084 -0.3 -0.4 -0.1
C 1.046 1.997 2.463 0.5 0.4 0.6
C 1.337 0.553 2.822 0.0 -0.9 0.1
C 2.002 0.396 4.198 -0.3 -1.0 0.6
N 2.234 -1.150 4.587 0.0 1.0 -2.2
C 0.840 -1.805 4.854 2.3 0.3 1.5
C 3.303 -1.278 5.754 -0.4 0.6 0.0
C 4.448 -2.171 5.287 -0.3 -0.2 0.2
C 3.746 -2.996 4.211 1.0 0.5 0.0
C 2.956 -1.932 3.450 0.6 -0.2 0.4
H 0.230 2.398 3.064 -0.1 0.0 0.0
H 0.853 2.192 1.408 -0.2 -0.4 0.1
H 1.948 2.552 2.722 0.0 0.4 0.0
H 1.927 0.109 2.021 0.4 0.0 0.2
H 0.448 -0.078 2.846 -0.4 0.3 -0.1
H 1.391 0.817 4.996 -0.6 -0.4 0.0
H 2.877 1.019 4.384 0.8 -0.7 -0.7
H 0.217 -1.893 3.964 0.3 0.2 0.2
H 0.448 -1.255 5.709 -0.6 0.2 -0.4
H 1.101 -2.763 5.304 -0.3 -0.3 -0.5
H 2.763 -1.718 6.592 0.1 0.3 0.1
H 3.667 -0.266 5.931 -0.4 -0.1 0.5
H 4.896 -2.723 6.113 -0.6 -0.4 0.2
H 5.346 -1.658 4.943 -0.4 0.5 -0.6
H 3.106 -3.731 4.700 0.0 -0.2 -0.4
H 4.520 -3.443 3.587 -0.4 -0.4 -0.2
H 2.389 -2.337 2.612 -0.9 0.2 0.6
H 3.652 -1.252 2.959 0.2 0.2 0.4
C -0.449 -3.689 1.256 1.4 -0.4 0.0
C -1.008 -4.658 2.248 -0.7 -0.6 2.4
C -0.347 -6.045 2.518 0.0 1.2 -0.7
N -0.925 -6.896 3.621 -0.7 -0.8 0.6
C -0.586 -6.404 5.074 -1.3 0.5 -0.9
C -2.484 -7.173 3.343 0.6 -1.0 0.4
C -2.787 -8.459 4.145 2.2 0.2 0.9
C -1.512 -9.312 3.879 -0.4 -1.2 0.1
C -0.379 -8.428 3.429 -0.5 2.1 -0.6
H -0.212 -4.196 0.321 -0.2 0.5 -0.3
H 0.486 -3.317 1.678 0.4 0.1 -0.3
H -1.079 -2.803 1.174 -0.2 -0.4 -0.4
H -2.077 -4.738 2.050 -0.1 -0.4 0.3
H -0.821 -4.214 3.225 -0.9 0.6 0.3
H 0.671 -5.819 2.836 0.2 -0.4 -0.4
H -0.399 -6.549 1.554 0.4 -0.7 0.4
H -1.082 -5.447 5.238 -0.3 0.0 -0.2
H 0.456 -6.192 5.310 0.2 -0.7 -0.7
H -1.013 -7.096 5.800 0.2 -0.1 -0.3
H -3.158 -6.331 3.502 0.5 0.2 0.4
H -2.476 -7.412 2.279 0.0 0.1 -0.1
H -2.691 -8.251 5.210 -0.6 0.4 0.1
H -3.688 -9.064 4.040 -0.1 0.6 -0.6
H -1.195 -9.891 4.747 -0.2 0.2 0.2
H -1.744 -10.100 3.162 0.2 0.2 -0.4
H 0.573 -8.527 3.951 -0.2 0.1 0.0
H -0.222 -8.367 2.352 0.2 -0.8 0.1
C 3.849 0.754 -0.167 -0.1 0.2 0.6
C 5.147 1.322 -0.780 -0.7 -0.1 -1.0
C 6.101 2.053 0.150 1.4 -0.7 -1.2
N 7.496 2.350 -0.567 -0.4 -1.1 -0.7
C 7.378 2.995 -2.016 -1.1 -0.3 1.7
C 8.315 1.092 -0.745 0.4 -1.0 -1.0
C 9.768 1.512 -0.688 1.1 -0.6 -0.8
C 9.799 2.463 0.446 -1.8 1.8 1.2
C 8.426 3.193 0.329 -1.3 1.1 -1.1
H 3.643 -0.250 -0.537 0.1 0.0 0.0
H 2.945 1.339 -0.336 0.1 0.3 -0.3
H 3.883 0.701 0.921 0.3 -0.2 0.1
H 4.874 1.953 -1.626 -0.1 0.2 0.0
H 5.624 0.466 -1.256 0.5 0.1 0.2
H 6.358 1.313 0.908 0.2 0.5 0.4
H 5.708 2.965 0.598 0.2 0.0 -0.2
H 6.894 3.956 -1.844 0.2 0.1 -0.2
H 6.710 2.377 -2.616 0.2 -0.1 0.1
H 8.327 3.101 -2.542 0.1 -0.1 0.6
H 8.059 0.567 -1.665 -0.2 0.3 -0.1
H 8.177 0.349 0.041 -0.4 0.4 0.4
H 10.255 1.957 -1.555 -0.9 0.4 -0.5
H 10.437 0.655 -0.611 -0.3 -0.3 0.7
H 10.524 3.274 0.372 0.4 -0.5 0.4
H 9.726 1.999 1.430 0.8 -0.1 0.0
H 8.363 4.108 -0.260 1.1 0.4 0.4
H 7.827 3.451 1.203 0.6 -0.4 0.5
C -0.968 0.170 -0.797 -1.7 -0.3 -0.7
F -1.403 -0.871 -0.143 -1.2 -0.7 0.6
F 0.238 0.333 -0.358 1.6 1.4 -0.2
F -0.951 -0.165 -2.126 0.0 0.8 0.9
S -2.116 1.722 -0.475 -0.1 1.6 -0.3
O -1.743 2.207 0.856 -0.1 -0.8 -1.4
O -1.726 2.651 -1.598 -0.4 -1.6 1.4
O -3.549 1.350 -0.580 1.9 -0.3 -0.1
```
Positions in Å, forces in eV/Å.

- energy above the lowest of the compared OMol25 structures with the same formula, charge and spin (kcal per mole) = 35.38
- frontier orbital gap (eV) = 7.66
- E_tot (hartree) = -3563.57932
- net charge = +8
- HOMO level (eV) = -23.97

Mulliken population analysis, charges in e, atoms 1 to 2: number 1, C, carries 0.3917; number 2, C, carries 0.2761


[2]
DFT (ωB97M-V/def2-TZVPD) results for 11 unconnected molecules or ions with the total composition C43H107O23P at a distorted geometry.

Geometry as XYZ:
```
174
Properties=species:S:1:pos:R:3:forces:R:3
C 0.960 2.109 -1.421 -1.0 2.0 -0.4
O 1.007 0.947 -0.666 -0.1 -1.5 0.8
P -0.180 0.300 0.201 -0.9 0.1 -0.6
O 0.316 -0.535 1.301 -0.1 0.2 -0.7
O -1.186 1.481 0.659 0.8 0.5 -0.2
C -0.758 2.368 1.758 0.6 -0.9 0.7
O -1.076 -0.496 -0.896 0.8 0.2 2.2
C -1.605 0.106 -2.036 0.1 0.6 -1.6
H 0.925 2.035 -2.508 0.6 -1.0 0.0
H 1.787 2.761 -1.141 0.0 -0.1 0.0
H 0.026 2.642 -1.242 0.0 0.3 0.4
H 0.290 2.172 1.986 0.0 -0.2 0.1
H -1.378 2.162 2.630 0.1 -0.3 -0.2
H -0.796 3.452 1.649 -0.5 -0.1 -1.2
H -1.675 1.194 -2.020 -0.2 0.1 0.5
H -2.580 -0.315 -2.280 0.0 0.0 0.3
H -0.949 -0.098 -2.882 0.1 -0.2 -0.2
C -1.068 0.421 5.388 1.0 0.0 0.2
C -1.147 -0.333 6.729 -0.5 -0.1 0.7
C -2.293 -1.367 6.584 0.4 1.6 -1.6
O -2.968 -0.919 5.393 -1.4 -0.8 0.7
C -2.194 -0.141 4.535 0.2 0.0 0.0
H -0.085 0.245 4.952 -0.1 -0.1 -0.3
H -1.085 1.497 5.558 -0.4 0.0 -0.1
H -1.438 0.339 7.537 0.2 0.2 0.0
H -0.198 -0.786 7.016 0.0 -0.1 -0.1
H -3.061 -1.246 7.348 0.4 -0.6 0.3
H -1.901 -2.372 6.426 -0.3 -0.2 0.3
H -2.844 0.628 4.117 0.0 0.1 -0.1
H -1.855 -0.774 3.714 0.4 0.1 -0.2
C -3.157 3.387 -0.804 0.7 -0.3 -0.4
O -2.673 3.423 -2.169 -1.1 -0.1 1.1
C -2.501 4.713 -2.681 1.7 0.5 -0.3
C -1.472 5.595 -1.944 -0.2 0.1 -0.8
O -0.188 5.075 -1.830 1.6 -1.5 -0.5
C 0.507 4.732 -3.081 -0.3 0.7 1.4
H -3.937 4.120 -0.601 0.0 0.2 -0.2
H -2.309 3.519 -0.133 -0.1 0.3 0.1
H -3.540 2.389 -0.590 -0.1 0.0 -0.3
H -3.376 5.349 -2.817 -0.6 -0.4 0.2
H -2.076 4.514 -3.664 -0.2 0.2 -0.3
H -1.815 5.859 -0.944 0.1 0.0 0.1
H -1.323 6.508 -2.522 -0.8 0.5 -0.2
H 0.552 5.597 -3.742 -0.4 0.1 -0.2
H 0.082 3.858 -3.574 -0.1 0.1 0.0
H 1.546 4.535 -2.816 -0.2 -0.2 0.2
C 4.010 -4.369 1.897 0.5 -1.3 -1.3
O 2.801 -4.186 1.214 -1.2 -0.4 1.4
C 2.904 -3.316 0.144 -0.2 0.5 -0.5
C 1.565 -3.185 -0.599 1.0 -0.1 0.6
O 1.253 -4.176 -1.562 0.0 -1.1 0.8
C 0.924 -5.471 -0.946 0.0 1.2 -0.6
H 4.641 -4.746 1.092 1.0 -0.1 0.2
H 3.908 -5.203 2.591 -0.2 0.3 0.2
H 4.515 -3.511 2.342 -0.5 0.4 0.1
H 3.714 -3.639 -0.509 0.1 -0.1 -0.4
H 3.182 -2.339 0.540 0.0 0.4 -0.1
H 1.624 -2.215 -1.093 -0.3 -0.1 -0.3
H 0.821 -3.138 0.195 -0.4 0.1 -0.1
H 1.794 -6.111 -0.798 0.2 0.2 0.1
H 0.233 -5.985 -1.614 0.0 0.1 -0.1
H 0.429 -5.274 0.005 0.0 -0.2 0.1
C -6.181 -0.535 -4.643 -0.1 0.2 -0.4
O -5.753 0.829 -4.816 -0.1 -0.7 0.1
C -4.399 1.048 -4.465 -0.1 -0.6 -0.3
C -3.391 0.709 -5.562 0.0 0.2 0.6
O -3.306 -0.664 -5.816 -0.8 -0.1 -1.0
C -2.410 -0.988 -6.879 0.4 -1.2 1.6
H -6.032 -1.141 -5.537 0.2 0.2 -0.2
H -7.251 -0.548 -4.436 0.0 0.3 0.1
H -5.663 -1.063 -3.842 0.2 0.3 0.3
H -4.202 0.456 -3.572 0.3 -0.1 0.1
H -4.262 2.094 -4.193 -0.2 0.1 -0.1
H -2.412 1.004 -5.185 0.3 0.6 0.0
H -3.628 1.270 -6.466 0.0 0.1 -0.2
H -2.541 -0.621 -7.896 -0.7 0.5 0.2
H -2.465 -2.077 -6.887 0.2 0.0 -0.4
H -1.416 -0.734 -6.512 0.4 0.2 -0.3
C 1.634 2.514 6.658 -0.4 -0.1 0.2
O 2.040 3.529 5.771 -0.2 -1.1 -1.4
C 2.736 2.936 4.642 0.7 1.6 1.0
C 3.006 4.038 3.600 -1.7 -0.7 -0.1
O 1.853 4.195 2.754 0.3 -0.2 -0.4
C 2.034 5.189 1.741 -0.7 -0.4 0.4
H 1.130 1.664 6.196 -0.2 0.1 -0.6
H 0.896 2.959 7.326 0.4 0.0 0.3
H 2.482 2.042 7.154 0.2 0.3 0.5
H 2.305 2.002 4.282 -0.7 0.3 -0.3
H 3.698 2.620 5.045 0.5 0.0 -0.1
H 3.869 3.734 3.008 0.2 0.3 -0.1
H 3.094 5.009 4.088 0.8 -0.1 0.3
H 2.621 4.831 0.895 0.5 0.0 0.1
H 2.423 6.109 2.178 0.3 0.1 -0.1
H 1.056 5.409 1.315 -0.1 0.0 0.2
C 4.550 2.871 -2.657 -0.6 0.2 -0.2
O 3.917 3.387 -3.844 0.7 -0.2 2.2
C 4.311 2.648 -4.948 -0.8 0.3 -0.9
C 3.348 1.541 -5.358 -0.1 -1.2 0.6
O 3.219 0.478 -4.372 0.7 0.5 0.6
C 2.694 -0.784 -4.797 -0.1 1.4 -0.9
H 4.276 3.537 -1.839 -0.3 -0.3 0.1
H 5.639 2.888 -2.708 0.2 0.1 -0.4
H 4.230 1.835 -2.547 0.0 0.0 0.5
H 5.334 2.277 -4.888 0.1 0.0 0.1
H 4.223 3.460 -5.670 0.4 -0.6 -1.1
H 3.742 1.124 -6.285 -0.2 -0.1 -0.3
H 2.355 1.967 -5.503 -0.1 0.1 -0.3
H 3.443 -1.349 -5.353 0.1 -0.1 0.0
H 1.875 -0.529 -5.469 -0.3 -0.5 -0.2
H 2.309 -1.372 -3.964 0.2 0.3 0.2
C -4.920 -6.154 -0.080 0.7 0.5 -0.2
O -3.483 -5.995 -0.066 -0.3 0.2 -0.4
C -3.065 -4.861 -0.860 -1.3 0.2 0.9
C -3.701 -3.519 -0.331 0.8 -0.9 -0.7
O -3.451 -3.330 1.045 0.5 0.4 0.1
C -2.155 -2.750 1.349 -0.7 -0.1 -0.7
H -5.278 -6.004 -1.098 -0.2 0.0 -0.2
H -5.398 -5.420 0.569 0.0 0.1 0.1
H -5.240 -7.145 0.242 0.6 -0.1 0.1
H -3.336 -5.032 -1.902 -0.4 0.1 -0.3
H -1.979 -4.785 -0.904 0.0 -0.3 0.7
H -4.769 -3.446 -0.539 -0.2 -0.6 0.6
H -3.355 -2.739 -1.009 0.8 0.5 0.3
H -1.359 -3.274 0.819 0.1 0.0 -0.1
H -1.931 -2.791 2.415 -0.5 -0.3 0.0
H -2.162 -1.705 1.040 0.1 0.0 0.0
C -3.057 3.246 8.191 -1.1 0.9 -1.7
O -2.740 3.858 6.926 1.7 -0.1 0.2
C -3.376 3.408 5.767 -0.8 -1.0 0.9
C -2.684 3.967 4.580 0.9 1.2 -0.4
O -3.158 3.521 3.351 -0.1 -1.1 -0.2
C -4.509 3.722 3.093 -0.7 0.5 -1.1
H -4.048 3.682 8.321 -0.2 -0.3 1.3
H -2.316 3.571 8.921 -0.2 0.0 -0.1
H -3.152 2.161 8.149 0.3 -0.1 -0.1
H -4.436 3.661 5.771 -0.3 0.4 0.1
H -3.369 2.321 5.697 0.2 -0.4 0.1
H -1.623 3.718 4.588 0.1 -0.2 0.2
H -2.721 5.057 4.572 -0.1 0.4 0.3
H -5.234 3.310 3.795 0.3 -0.2 0.2
H -4.697 3.297 2.107 0.0 -0.3 0.1
H -4.740 4.777 2.952 0.0 0.4 0.3
C -0.878 -3.546 -3.698 0.2 -0.3 -0.5
O -0.555 -4.637 -4.612 -0.2 1.0 0.3
C 0.566 -4.368 -5.463 -0.6 0.4 1.0
C 0.881 -5.470 -6.464 0.2 0.1 0.7
O 1.529 -6.650 -5.976 0.4 0.7 0.0
C 0.853 -7.376 -4.946 -0.2 0.7 -0.5
H -1.520 -2.765 -4.106 -0.5 -0.3 -0.7
H -0.018 -2.960 -3.375 0.5 -0.6 0.2
H -1.386 -3.970 -2.832 0.2 0.0 -0.1
H 1.393 -4.070 -4.818 0.6 -0.6 0.1
H 0.420 -3.438 -6.012 -0.5 0.1 -0.5
H 1.540 -4.935 -7.147 0.6 -0.6 -0.1
H 0.018 -5.715 -7.082 -0.4 -0.2 0.3
H -0.130 -7.608 -5.354 -0.2 -0.4 0.5
H 0.756 -6.804 -4.023 -0.1 0.3 -0.1
H 1.426 -8.264 -4.681 0.0 0.0 -0.5
C 7.992 -2.493 3.333 -1.0 -0.7 0.0
O 7.138 -1.485 2.785 0.9 0.0 -0.8
C 6.144 -0.953 3.608 -0.7 0.1 1.3
C 5.360 0.206 3.002 1.5 -1.5 -0.9
O 4.555 -0.382 1.984 -0.8 1.0 0.6
C 3.538 0.537 1.617 -0.1 0.3 -0.6
H 8.554 -3.045 2.579 0.0 0.8 -0.6
H 7.377 -3.305 3.721 -0.2 0.0 0.6
H 8.707 -2.181 4.094 -0.2 0.5 0.1
H 6.547 -0.636 4.570 0.3 0.2 0.2
H 5.346 -1.657 3.847 0.1 -0.7 0.0
H 6.112 0.865 2.569 -0.2 0.6 -0.2
H 4.785 0.723 3.771 -0.2 -0.1 0.1
H 3.986 1.485 1.319 0.2 0.2 -0.4
H 2.829 0.825 2.393 0.0 -0.5 0.6
H 2.919 0.158 0.803 0.4 -0.2 0.0
```
Positions in Å, forces in eV/Å.

- energy above the lowest of the compared OMol25 structures with the same formula, charge and spin (kcal per mole) = 66.76
- SMILES = COP(=O)(OC)OC.C1CCOC1.COCCOC.COCCOC.COCCOC.COCCOC.COCCOC.COCCOC.COCCOC.COCCOC.COCCOC
- frontier orbital gap (eV) = 9.47
- E_tot (hartree) = -3773.98777
- HOMO level (eV) = -9.03

Mulliken population analysis, charges in e, atoms 1 to 2: number 1, C, carries 0.0501; number 2, O, carries -0.0123